Density functional theory data (wB97M-V/def2-TZVPD) for a 2-piece molecular cluster, C7H15NO overall at a distorted geometry.

Element x y z (Å)
C: 1.489641 1.591122 0.725812
C: 1.735448 -1.769446 -0.585427
C: 0.714592 0.287559 0.586180
C: 0.926081 -0.496819 -0.683316
N: 1.334125 0.312300 -1.781867
O: 0.954021 -0.541030 1.717649
H: 0.210307 -0.410059 2.318405
H: 0.685707 1.066677 -1.973079
H: 1.479877 -0.231104 -2.623222
H: 1.252650 2.282955 -0.079296
H: 1.228284 2.073432 1.668316
H: 2.559918 1.388370 0.701196
H: 1.669876 -2.344727 -1.510632
H: 2.785243 -1.526905 -0.408907
H: 1.389319 -2.379095 0.243165
C: -3.171991 0.759424 0.868193
C: -2.304578 -0.093166 0.061025
C: -1.890824 -0.927577 -0.750595
H: -0.397696 0.539578 0.585838
H: -2.968203 0.613036 1.930507
H: -2.996936 1.811573 0.636743
H: -4.229646 0.541603 0.690002
H: -2.128304 -1.668251 -1.483054
H: -0.326912 -0.879451 -0.853637

Atoms 1-3, force components in eV/Å:
C -0.01 -0.19 -0.13
C 0.20 0.23 0.15
C -0.68 0.56 0.08

* energy relative to the best compared isomer or geometry (same formula, charge and spin): 101.9 kcal per mole
* SMILES: C[C@H](N)[C@H](C)O.C#CC
* net charge: 0
* lowest unoccupied orbital energy: 0.70 eV
* orbital gap: 8.4 eV
* E_HOMO: -7.7 eV
* 2S+1: 1

***

Density functional theory data (wB97M-V/def2-TZVPD) for an isolated ion of composition C4H9N2 and charge +1 at a distorted geometry.

Element x y z (Å)
C: -0.369955 0.079212 0.070614
C: -0.691876 -0.633986 -1.161473
C: 0.393634 -1.227066 -2.007391
C: 0.318515 1.135653 2.292021
N: -0.711946 0.835816 -0.894059
N: 0.261730 -0.042203 1.467236
H: -1.666454 -1.107855 -1.240939
H: 0.052403 -1.364529 -3.030481
H: 0.661247 -2.205656 -1.611849
H: 1.284351 -0.604260 -2.009483
H: 1.223078 1.089530 2.895851
H: -0.542961 1.220425 2.956141
H: 0.364728 2.025431 1.668635
H: -0.790470 1.765804 -1.260927
H: 0.213976 -0.966317 1.866104

Atoms 1-3, force components in eV/Å:
C 2.56 -0.99 5.72
C 0.05 -0.66 -0.31
C 0.04 0.05 -0.09

* energy relative to the best compared isomer or geometry (same formula, charge and spin): 73.0 kcal per mole
* SMILES: C/[NH+]=C1\N[C@H]1C
* net charge: +1
* lowest unoccupied orbital energy: -3.98 eV
* orbital gap: 10.9 eV
* E_HOMO: -14.9 eV
* 2S+1: 1

***

- Among the records above, which one has the highest energy relative to the best compared isomer or geometry (same formula, charge and spin)?
  C7H15NO